Record 1
Formula: C2H6
Source: the OMol25 dataset
Level of theory: ωB97M-V/def2-TZVPD

Element x y z (Å)
C1 0.489 0.582 0.044
H1 0.258 1.278 -0.675
H2 -0.804 -0.807 0.900
C2 -0.452 -0.555 -0.109
H3 -1.427 -0.238 -0.595
H4 0.468 1.048 1.020
H5 1.559 0.287 -0.123
H6 -0.092 -1.595 -0.461

Calculated values
ΔE to the lowest compared entry with this formula, charge and spin (kcal per mole): 11.3
Spin multiplicity: 1
SMILES string: CC
Orbital gap (eV): 12.78

=====

Record 2
Formula: C2H6
Source: the OMol25 dataset
Level of theory: ωB97M-V/def2-TZVPD

Element x y z (Å)
H1 -1.313 -0.009 0.747
H2 -0.383 -1.414 0.842
H3 -1.091 -1.148 -0.507
C1 -0.584 -0.602 0.228
C2 0.708 0.115 -0.052
H4 0.305 2.167 -0.712
H5 1.350 -0.349 -0.700
H6 1.263 0.252 0.814

Calculated values
ΔE to the lowest compared entry with this formula, charge and spin (kcal per mole): 106.0
Spin multiplicity: 1
Orbital gap (spin up / spin down) (eV): 10.15 / 9.17

=====

Record 3
Formula: C2H6AuO3
Source: the OMol25 dataset
Level of theory: ωB97M-V/def2-TZVPD

Element x y z (Å)
H1 -0.184 2.242 -1.525
C1 -0.134 1.872 -0.474
Au1 1.691 1.965 0.864
H2 -0.778 -2.982 0.522
C2 -0.490 -1.916 0.457
H3 -1.149 1.471 -0.237
O1 0.189 2.893 0.407
H4 0.203 -1.715 1.294
O2 0.905 0.869 -0.388
H5 -1.398 -1.315 0.607
O3 0.066 -1.598 -0.790
H6 1.079 -1.787 -0.736

Calculated values
Spin multiplicity: 4
Orbital gap (spin up / spin down) (eV): 8.15 / 6.74

=====

Number 1: electronic energy -2170.7586 eV. Number 2: electronic energy -2166.6544 eV. Number 3: electronic energy -11997.2232 eV.